Record 1
Density functional theory data (the ωB97M-V functional and the def2-TZVPD basis) for C33H71Ca2N2O8 as an isolated structure.

```
116
Properties=species:S:1:pos:R:3:lowdin_charge:R:1
Ca 2.63 4.16 -5.88 1.512
Ca -1.89 5.19 -3.62 1.601
O 0.64 0.66 -1.57 0.157
C 0.04 1.63 -2.21 -0.918
O 0.53 2.29 -3.14 -0.134
O -1.04 2.05 -1.81 -0.045
H 0.00 0.79 -0.87 0.114
C 1.12 -5.58 -3.24 -0.173
C 2.26 -6.37 -2.61 -0.179
C 1.73 -6.83 -1.29 -0.193
O 0.53 -6.08 -1.17 -0.153
C 0.48 -4.93 -2.03 -0.197
H 0.40 -6.28 -3.66 0.120
H 1.43 -4.84 -3.98 0.105
H 3.11 -5.71 -2.46 0.106
H 2.62 -7.17 -3.25 0.115
H 2.46 -6.62 -0.51 0.118
H 1.41 -7.88 -1.28 0.128
H 1.07 -4.12 -1.62 0.110
H -0.53 -4.54 -2.13 0.117
C -7.55 5.27 -1.71 -0.151
C -7.45 3.80 -2.12 -0.139
C -6.13 3.68 -2.89 -0.196
O -5.34 4.75 -2.34 -0.215
C -6.23 5.89 -2.09 -0.186
H -7.72 5.36 -0.64 0.121
H -8.35 5.78 -2.23 0.122
H -8.26 3.49 -2.79 0.120
H -7.53 3.14 -1.26 0.119
H -6.22 3.87 -3.96 0.111
H -5.66 2.70 -2.84 0.120
H -6.34 6.47 -3.01 0.110
H -5.81 6.62 -1.40 0.120
C -5.19 1.36 4.94 -0.150
C -5.39 2.37 3.84 -0.183
C -3.95 2.77 3.42 -0.179
O -3.20 2.49 4.60 -0.152
C -3.97 2.01 5.66 -0.201
H -4.96 0.41 4.46 0.117
H -6.10 1.37 5.53 0.116
H -5.87 3.23 4.31 0.111
H -6.03 2.02 3.02 0.109
H -3.95 3.85 3.25 0.105
H -3.47 2.26 2.58 0.110
H -4.22 2.82 6.36 0.121
H -3.38 1.31 6.25 0.117
C 1.41 4.03 2.88 -0.170
C 2.77 3.83 2.27 -0.192
C 2.84 4.92 1.21 -0.220
O 2.24 6.00 1.87 -0.132
C 1.33 5.56 2.84 -0.210
H 1.29 3.57 3.86 0.121
H 0.69 3.59 2.19 0.105
H 2.87 2.79 1.96 0.114
H 3.56 4.05 2.98 0.124
H 2.29 4.67 0.31 0.101
H 3.89 5.14 1.00 0.121
H 0.33 5.85 2.54 0.113
H 1.61 5.94 3.82 0.127
C -5.07 -4.40 -0.97 -0.177
C -5.22 -3.09 -1.75 -0.143
C -4.95 -2.01 -0.65 -0.233
O -5.15 -2.65 0.61 -0.154
C -4.58 -4.02 0.40 -0.159
H -4.39 -5.14 -1.40 0.111
H -6.02 -4.92 -0.81 0.113
H -6.25 -3.00 -2.10 0.106
H -4.47 -2.98 -2.53 0.101
H -5.60 -1.15 -0.79 0.106
H -3.94 -1.62 -0.64 0.102
H -5.00 -4.65 1.19 0.119
H -3.50 -4.04 0.54 0.110
C 4.18 -1.06 6.33 -0.064
C 3.22 -2.22 6.63 -0.244
N 2.54 -2.82 5.48 -0.073
C 1.45 -1.88 5.12 -0.233
C 0.89 -2.16 3.75 -0.093
C 1.96 -4.09 5.89 -0.222
C 3.00 -5.16 6.32 -0.065
H 4.70 -0.72 7.22 0.086
H 3.62 -0.25 5.85 0.057
H 4.94 -1.40 5.63 0.081
H 3.84 -2.93 7.17 0.111
H 2.49 -1.88 7.37 0.135
H 0.59 -1.78 5.79 0.136
H 1.91 -0.89 5.04 0.102
H 0.23 -1.43 3.25 0.073
H 1.63 -2.37 2.98 0.080
H 0.23 -3.02 3.78 0.067
H 1.38 -4.46 5.04 0.116
H 1.25 -3.94 6.71 0.135
H 3.37 -5.07 7.34 0.071
H 3.84 -5.16 5.63 0.081
H 2.63 -6.18 6.25 0.077
C 5.09 1.11 -3.40 -0.087
C 4.75 0.27 -4.61 -0.232
N 4.64 1.14 -5.84 -0.160
C 5.90 1.34 -6.55 -0.271
C 6.91 2.19 -5.76 -0.070
C 3.66 0.36 -6.70 -0.308
C 4.15 -0.89 -7.34 -0.074
H 6.16 1.20 -3.26 0.068
H 4.74 0.67 -2.46 0.086
H 4.79 2.15 -3.49 0.049
H 5.48 -0.52 -4.75 0.134
H 3.83 -0.29 -4.44 0.117
H 6.41 0.42 -6.85 0.119
H 5.70 1.75 -7.55 0.117
H 6.40 3.05 -5.34 0.056
H 7.45 1.61 -5.01 0.081
H 7.65 2.55 -6.48 0.086
H 3.33 1.02 -7.49 0.086
H 2.73 0.19 -6.16 0.108
H 3.35 -1.28 -7.98 0.094
H 4.28 -1.68 -6.59 0.093
H 4.98 -0.65 -8.00 0.084
```

Results
**Total charge**: +3
**ΔE to the lowest compared entry with this formula, charge and spin**: 2.368 eV
**Energy**: -91574.488 eV
**Largest force on an atom**: 0.085 hartree/bohr
**Lowest unoccupied orbital energy**: -0.4474 Ha

---

Record 2
Density functional theory data (the ωB97M-V functional and the def2-TZVPD basis) for C31H50IrO3P2S as an isolated structure.

```
88
Properties=species:S:1:pos:R:3:lowdin_charge:R:1
Ir -0.20 1.55 -3.56 0.846
C 0.39 0.50 -0.43 -0.202
C 1.41 0.94 -1.30 -0.198
C -0.48 2.33 -1.61 -0.438
C -0.76 1.30 -0.62 -0.159
C 0.98 2.15 -2.01 -0.466
C 0.51 -0.52 0.65 -0.030
H 1.48 -1.03 0.61 0.079
H -0.29 -1.27 0.61 0.042
H 0.44 -0.06 1.65 0.113
C -1.97 1.28 0.23 -0.002
H -2.27 0.28 0.56 0.065
H -2.80 1.76 -0.31 0.093
H -1.81 1.87 1.15 0.123
C -1.07 3.70 -1.51 -0.059
H -0.43 4.36 -0.91 0.094
H -2.05 3.66 -1.04 0.082
H -1.15 4.12 -2.51 0.056
C 1.87 3.36 -2.05 -0.044
H 1.85 3.87 -1.07 0.105
H 1.55 4.07 -2.81 0.069
H 2.90 3.06 -2.25 0.080
C 2.81 0.47 -1.25 -0.025
H 3.31 0.75 -0.30 0.119
H 3.38 0.90 -2.08 0.087
H 2.85 -0.63 -1.34 0.083
C -1.25 -4.30 -0.72 0.047
C -0.02 -4.24 -0.17 0.048
C 1.24 -3.80 -0.83 -0.130
C 1.49 -4.29 -2.29 -0.131
C 1.02 -3.31 -3.34 -0.116
C -0.06 -2.56 -3.24 -0.125
C -0.98 -2.23 -2.16 -0.206
C -1.80 -3.50 -1.85 -0.095
H 2.04 -4.21 -0.21 0.134
H 1.01 -5.27 -2.41 0.131
H 1.34 -2.70 -0.78 0.112
H -1.85 -4.14 -2.75 0.164
H -1.97 -5.00 -0.32 0.133
H 0.10 -4.67 0.82 0.138
H -2.83 -3.18 -1.62 0.153
H -0.46 -1.85 -1.26 0.085
H -1.79 1.89 -3.67 0.047
H -1.65 -1.40 -2.43 0.098
H 2.58 -4.44 -2.41 0.129
H 1.56 -3.41 -4.29 0.102
P -0.20 -0.45 -4.81 0.785
P 0.17 2.79 -5.26 0.625
C -0.10 0.40 -6.48 -0.477
C -0.64 1.81 -6.59 -0.379
H -0.68 -0.21 -7.17 0.068
H 0.96 0.34 -6.77 0.081
H -0.42 2.24 -7.57 0.102
H -1.74 1.84 -6.43 0.093
C -0.57 4.44 -5.53 -0.221
H -0.15 5.15 -4.81 0.047
H -1.66 4.38 -5.41 0.062
H -0.35 4.80 -6.55 0.065
C 1.93 2.81 -5.72 -0.211
H 2.06 3.07 -6.77 0.067
H 2.38 1.82 -5.53 0.047
H 2.45 3.56 -5.11 0.047
C -2.04 -0.75 -4.91 -0.257
H -2.27 -1.66 -4.35 0.028
H -2.29 -0.89 -5.96 0.059
H -2.58 0.11 -4.50 0.019
C 0.31 -1.99 -5.93 -0.215
H 1.39 -1.89 -6.09 0.054
H -0.17 -1.97 -6.91 0.055
H 0.10 -2.96 -5.48 0.020
C -3.19 -4.14 8.10 0.007
C -3.04 -3.79 6.65 -0.184
C -3.65 -4.58 5.67 0.040
C -3.50 -4.29 4.31 0.023
C -2.73 -3.18 3.93 -0.157
C -2.13 -2.36 4.90 0.021
C -2.30 -2.67 6.25 0.033
S -2.35 -2.90 2.19 0.463
O -0.89 -2.94 2.20 -0.309
O -3.01 -4.04 1.56 -0.315
O -2.91 -1.58 1.87 -0.289
H -4.24 -4.17 8.39 0.115
H -2.78 -5.14 8.29 0.116
H -2.67 -3.42 8.72 0.093
H -4.24 -5.45 5.97 0.144
H -3.96 -4.91 3.56 0.127
H -1.54 -1.51 4.58 0.138
H -1.84 -2.03 7.01 0.138
```

Results
**Total charge**: +2
**ΔE to the lowest compared entry with this formula, charge and spin**: 2.392 eV
**Spin multiplicity**: 6
**Energy**: -71328.542 eV
**Largest force on an atom**: 0.077 hartree/bohr
**Lowest unoccupied orbital energy (alpha / beta)**: -0.1966 / -0.3301 Ha